# C38H80IN3O8S

A cluster of 9 separate species, C38H80IN3O8S in total (the ωB97M-V functional and the def2-TZVPD basis, the Open Molecules 2025 dataset).

Last column: Mulliken charge in e.
Geometry (Å):
C: 3.80923 -3.18504 5.06144  -0.6667
C: 4.88483 -3.57218 4.32210  -0.1449
C: 4.98296 -3.50823 2.76132  -0.5753
C: 3.72887 -2.91315 2.05348  0.4954
C: 3.65267 -1.48047 1.62332  -1.3536
C: 2.46368 -0.97250 0.91848  0.5361
C: 2.50830 0.52436 0.47481  -0.7768
S: 1.00004 1.49308 0.90234  -0.1355
C: 1.01987 2.87027 -0.35553  -0.4980
C: 0.39000 2.44509 -1.73867  -0.5637
C: 1.31168 -1.90391 0.63384  0.3875
N: 0.22352 -1.37004 -0.04951  -0.2325
C: -0.77422 -2.26679 -0.27430  -0.2775
C: -2.05056 -1.69347 -1.00718  -0.6316
C: -2.08517 -2.11614 -2.53327  0.0168
C: -3.51147 -2.00756 -3.20166  -0.2509
C: -4.67623 -2.74822 -2.42333  -0.3928
C: -5.82577 -1.76579 -1.91196  -0.5771
N: -5.68958 -1.49421 -0.45070  -0.4641
C: -0.65838 -3.70187 0.14913  0.6159
C: -1.85823 -4.66568 -0.21117  -0.1135
I: -2.96806 -5.18647 1.59839  0.0310
C: -1.26181 -6.04567 -0.76265  -0.5883
C: -0.08691 -5.78412 -1.80940  -0.6303
N: 0.37680 -4.28305 0.81620  -0.4055
C: 1.35000 -3.31574 1.04891  0.1858
C: 2.59714 -3.77469 1.76848  -0.1625
H: 2.84684 -2.88885 4.58104  0.2232
H: 3.90343 -3.21674 6.17388  0.2568
H: 5.77633 -4.00335 4.86164  0.2942
H: 5.93081 -2.97493 2.48319  0.4212
H: 5.08770 -4.57296 2.39307  -0.1429
H: 4.50324 -0.77658 1.82955  0.2378
H: 3.37500 1.01789 1.00935  0.3263
H: 2.77007 0.56444 -0.62305  0.4114
H: 2.12269 3.05256 -0.55363  0.2599
H: 0.61552 3.83143 0.05131  0.3759
H: -0.63343 1.99433 -1.66717  0.0739
H: 0.26509 3.39960 -2.34103  0.2146
H: 1.09294 1.81030 -2.35772  0.2190
H: -2.16650 -0.59088 -0.83751  0.3841
H: -2.92688 -2.18241 -0.48133  0.1844
H: -1.70570 -3.16334 -2.67752  -0.2533
H: -1.39577 -1.41288 -3.09333  0.2735
H: -3.81631 -0.93835 -3.38144  -0.1119
H: -3.41966 -2.47231 -4.23207  0.3852
H: -5.19257 -3.43489 -3.16514  0.4503
H: -4.32914 -3.41962 -1.58914  0.1420
H: -5.87361 -0.82276 -2.52287  0.1951
H: -6.81912 -2.30347 -2.04509  0.2879
H: -6.18887 -2.21407 0.08488  0.2356
H: -6.13676 -0.58343 -0.25239  0.2032
H: -2.50364 -4.26848 -1.02969  -0.0242
H: -2.06674 -6.61293 -1.32392  0.4171
H: -0.90166 -6.72173 0.05314  0.3873
H: -0.27198 -4.86631 -2.43272  0.1057
H: 0.85933 -5.62392 -1.23075  0.0410
H: -0.02390 -6.69761 -2.45834  0.4401
H: 2.66238 -4.84653 2.10642  0.3005
C: 3.60682 -4.43949 -3.40829  -1.2010
C: 3.93345 -5.61394 -2.50705  -0.3363
O: 4.28045 -5.15264 -1.20327  -0.4117
H: 4.45970 -3.76076 -3.47611  0.3430
H: 3.34511 -4.77845 -4.41303  0.3692
H: 2.77051 -3.86276 -3.00298  0.2399
H: 4.78250 -6.17516 -2.90285  0.4865
H: 3.07858 -6.29346 -2.42495  0.3816
H: 3.52416 -4.66384 -0.85189  0.2107
C: 0.57365 1.98969 5.05452  -0.9660
C: 0.23099 3.46548 5.06244  0.2572
O: 1.41945 4.24455 4.99197  -0.4948
H: 1.22179 1.73921 5.89745  0.3137
H: -0.33006 1.37867 5.11202  0.3605
H: 1.11849 1.72845 4.14349  0.0789
H: -0.29472 3.73253 5.98149  0.3266
H: -0.40807 3.72115 4.21249  -0.1367
H: 1.87335 4.00840 4.17248  0.2903
C: 5.26680 -7.94095 1.17900  -0.6637
C: 5.91375 -8.69720 0.03421  -0.3280
O: 5.09139 -8.63899 -1.12547  -0.5321
H: 4.28483 -8.36093 1.40827  0.2656
H: 5.88767 -7.98494 2.07710  0.3798
H: 5.11145 -6.89253 0.90954  0.0098
H: 6.04812 -9.74757 0.29677  0.2962
H: 6.89433 -8.27373 -0.20737  0.2591
H: 4.98489 -7.70889 -1.35724  0.2461
C: 2.56455 7.43061 3.59811  -0.9972
C: 1.92011 7.21534 2.24291  -0.2461
O: 1.72310 5.82671 2.01144  -0.4017
H: 3.52442 6.91173 3.65262  0.2721
H: 2.72708 8.49416 3.78852  0.3640
H: 1.93602 7.02301 4.39356  0.2291
H: 2.56067 7.60432 1.44945  0.3382
H: 0.95147 7.72323 2.18451  0.2295
H: 1.14742 5.49376 2.71452  0.1638
C: -6.08909 2.99130 1.26167  -0.9345
C: -6.75757 2.80993 -0.08733  -0.2708
O: -7.00160 1.42884 -0.33900  -0.5404
H: -5.14513 2.44313 1.29751  0.2418
H: -5.89176 4.04675 1.46121  0.2904
H: -6.71962 2.59472 2.06225  0.3480
H: -6.11628 3.18698 -0.88496  0.2427
H: -7.70975 3.34837 -0.12558  0.2822
H: -7.57710 1.10211 0.36370  0.2665
C: -4.31192 2.19047 -4.76857  -1.0175
C: -3.06618 2.62223 -4.01843  -0.2503
O: -2.34919 1.48488 -3.55104  -0.3802
H: -4.95958 1.59268 -4.12282  0.1129
H: -4.87316 3.05658 -5.12594  0.3894
H: -4.04951 1.56430 -5.62588  0.3659
H: -3.33317 3.22865 -3.15167  0.2584
H: -2.40787 3.21289 -4.66355  0.3145
H: -2.10653 0.95645 -4.32092  0.2156
C: 2.11500 7.00457 -4.68176  -1.0601
C: 1.08950 6.28736 -3.82505  -0.1623
O: 1.04958 4.90196 -4.15241  -0.4733
H: 1.87659 6.88867 -5.74119  0.2653
H: 2.14833 8.06959 -4.44242  0.3433
H: 3.11090 6.57948 -4.52987  0.3362
H: 0.09411 6.69985 -3.99522  0.2966
H: 1.32955 6.39131 -2.76166  0.1843
H: 1.92892 4.53913 -3.99131  0.2706
C: -3.03379 6.69855 3.16878  -1.2916
C: -1.75814 5.88900 3.03676  -0.0012
O: -0.87952 6.17863 4.12044  -0.4313
H: -2.80887 7.76709 3.18090  0.3229
H: -3.71601 6.49121 2.34139  0.3365
H: -3.54222 6.46829 4.10912  0.3722
H: -1.24153 6.13682 2.10778  0.2606
H: -1.97478 4.81508 3.03551  0.1855
H: -1.33917 5.94833 4.93664  0.2730

Values from the calculation:
**HOMO level**: -7.96 eV
**2S+1**: 1
**Structure (SMILES)**: C=CCc1cc(CSCC)c2nc(CCCCCN)c([C@H](I)CC)nc2c1.CCO.CCO.CCO.CCO.CCO.CCO.CCO.CCO
**Energy**: -2957.76223 Eh